(1)
11
Properties=species:S:1:pos:R:3:lowdin_charge:R:1 method="wB97M-V/def2-TZVPD" e_above_lowest_kj_mol=323.8 e_lumo_ev=-0.8954 e_homo_ev=-9.5 max_force_ev_per_a=5.2 orbital_gap_ev=8.64
O -0.171 -2.205 1.590 0.10
C -0.641 -1.633 0.522 -0.11
C -0.084 -0.676 -0.201 -0.38
N 0.994 -0.140 0.468 0.06
N 1.126 1.102 0.011 0.09
C 0.085 1.302 -0.885 -0.49
O -0.015 2.461 -1.523 0.05
N -0.757 0.266 -0.990 0.18
H 0.654 -1.672 1.812 0.14
H -1.649 -2.049 0.188 0.17
H 0.457 3.244 -0.991 0.19

(2)
14
Properties=species:S:1:pos:R:3:lowdin_charge:R:1 method="wB97M-V/def2-TZVPD" e_above_lowest_kj_mol=16.7 e_lumo_ev=-0.1413 e_homo_ev=-9.0 max_force_ev_per_a=3.5 orbital_gap_ev=8.89
C -0.906 -1.469 -0.424 -0.12
C -2.004 -0.783 -0.757 -0.08
C -0.524 0.611 0.178 -0.37
N 0.089 -0.606 0.063 -0.03
N -1.810 0.571 -0.369 0.14
N 1.592 1.989 -0.017 0.02
O 2.138 2.733 0.615 0.16
O 0.101 1.728 0.593 -0.04
O 2.568 -1.823 1.467 -0.42
O 2.570 0.349 0.368 -0.48
S 2.226 -1.065 0.280 0.88
H -0.823 -2.472 -0.330 0.08
H -2.772 -1.132 -1.348 0.09
H -2.444 1.370 -0.320 0.16

(3)
15
Properties=species:S:1:pos:R:3:lowdin_charge:R:1 method="wB97M-V/def2-TZVPD" e_above_lowest_kj_mol=106.8 e_lumo_ev=-0.4936 e_homo_ev=-10.6 max_force_ev_per_a=3.4 orbital_gap_ev=10.15
C 2.276 1.299 -0.890 -0.19
C -2.013 -2.090 0.355 -0.20
C 1.677 2.485 -0.711 0.03
N 2.656 0.217 -1.059 0.21
N 1.289 3.592 -0.650 -0.08
N 0.923 -0.786 0.664 -0.51
O 1.777 -0.434 1.470 0.09
O 0.792 4.663 -0.701 0.10
O 0.892 -1.796 -0.023 0.03
O -2.547 0.467 0.109 -0.44
O -0.166 -0.009 0.568 -0.23
S -1.645 -0.453 -0.485 1.01
H -3.079 -2.159 0.525 0.06
H -1.598 -2.837 -0.337 0.05
H -1.234 -2.160 1.164 0.07

(4)
11
Properties=species:S:1:pos:R:3:lowdin_charge:R:1 method="wB97M-V/def2-TZVPD" e_above_lowest_kj_mol=329.9 e_lumo_ev=-0.6297 e_homo_ev=-8.6 smiles="Nc1cc(=S)onn1" max_force_ev_per_a=1.3 orbital_gap_ev=8.02
N -1.821 -0.789 0.022 0.13
C -0.668 -0.090 -0.025 -0.34
C 0.598 -0.597 -0.162 -0.05
C 1.712 0.300 -0.073 -0.85
S 3.301 -0.127 0.048 0.67
O 1.383 1.632 -0.023 -0.08
N 0.074 2.110 -0.026 0.07
N -0.889 1.325 0.019 0.09
H -2.690 -0.311 0.301 0.12
H -1.784 -1.807 0.107 0.12
H 0.784 -1.647 -0.190 0.10

(5)
10
Properties=species:S:1:pos:R:3:lowdin_charge:R:1 method="wB97M-V/def2-TZVPD" e_above_lowest_kj_mol=207.4 e_lumo_ev=-1.2874 e_homo_ev=-9.4 max_force_ev_per_a=2.7 orbital_gap_ev=8.12
C 1.210 0.483 -0.017 -0.43
C -0.068 0.035 0.036 -0.52
C -2.110 -0.085 -0.050 -0.20
H 3.463 0.366 0.395 -0.04
H 1.353 1.532 -0.023 0.07
H -3.186 0.215 -0.166 0.12
N -1.183 0.787 -0.073 0.11
N -1.621 -1.403 -0.027 0.03
N -0.364 -1.321 0.019 0.04
S 2.505 -0.608 -0.093 0.83

(6)
11
Properties=species:S:1:pos:R:3:lowdin_charge:R:1 method="wB97M-V/def2-TZVPD" e_above_lowest_kj_mol=387.4 e_lumo_ev=-1.0681 e_homo_ev=-9.9 smiles="[H]/N=c1/nccnnn1" max_force_ev_per_a=5.7 orbital_gap_ev=8.86
H 2.420 -0.453 1.156 0.02
N 1.865 0.271 0.874 0.20
C 1.199 0.131 -0.171 -0.56
N 0.360 1.119 -0.608 0.12
C -0.824 1.154 -0.347 -0.12
C -1.391 -0.116 0.308 -0.07
N -0.871 -1.359 0.494 0.05
N 0.059 -1.659 -0.526 -0.01
N 1.092 -1.028 -1.049 0.15
H -1.527 1.883 -0.819 0.13
H -2.382 0.055 0.689 0.08

(7)
16
Properties=species:S:1:pos:R:3:lowdin_charge:R:1 method="wB97M-V/def2-TZVPD" e_lumo_ev=3.0746 e_homo_ev=-3.9 max_force_ev_per_a=4.5 charge=-1 orbital_gap_ev=6.98
C 1.293 0.080 0.417 0.04
C 0.374 1.024 0.270 -0.29
C -2.760 -0.445 -0.203 -0.04
N -0.750 -1.444 0.503 0.08
N -0.919 0.825 0.212 0.03
N 2.129 -0.810 0.720 0.11
N -1.358 -0.407 0.241 -0.45
N 0.781 2.398 -0.038 -0.34
N 2.636 -1.668 -0.144 -0.49
O -0.106 3.145 -0.387 0.07
O 2.920 -1.187 -1.234 0.03
O 1.969 2.687 0.220 0.03
O 2.787 -2.814 0.193 0.05
H -2.723 -1.100 -1.005 0.05
H -3.335 -0.815 0.660 0.09
H -2.939 0.533 -0.424 0.03

(8)
8
Properties=species:S:1:pos:R:3:lowdin_charge:R:1 method="wB97M-V/def2-TZVPD" e_above_lowest_kj_mol=428.5 e_lumo_ev=-0.1672 e_homo_ev=-9.8 max_force_ev_per_a=4.3 orbital_gap_ev=9.66
C 0.466 0.994 -0.528 -0.61
C -0.622 -0.521 0.883 0.06
C 0.832 -0.328 -0.583 0.15
N -0.735 0.299 -0.172 0.01
O 0.842 2.081 -0.619 0.16
H -1.265 -1.337 0.716 0.08
H -0.321 -0.353 1.855 0.07
H 0.803 -0.835 -1.553 0.08

(9)
8
Properties=species:S:1:pos:R:3:lowdin_charge:R:1 method="wB97M-V/def2-TZVPD" e_above_lowest_kj_mol=233.5 e_lumo_ev=-0.4129 e_homo_ev=-10.6 smiles="N#CCC=O" max_force_ev_per_a=2.0 orbital_gap_ev=10.19
N -1.889 -0.938 0.319 0.18
C -1.453 -0.149 -0.430 -0.15
C -0.159 0.243 0.409 -0.16
C 0.986 0.028 -0.539 -0.29
O 1.835 0.859 -0.712 0.08
H -0.294 1.277 0.702 0.11
H -0.002 -0.367 1.317 0.11
H 0.976 -0.952 -1.065 0.13

(10)
8
Properties=species:S:1:pos:R:3:lowdin_charge:R:1 method="wB97M-V/def2-TZVPD" e_above_lowest_kj_mol=49.1 e_lumo_ev=0.4995 e_homo_ev=-10.8 smiles="N#CCC=O" max_force_ev_per_a=2.8 orbital_gap_ev=11.29
N -2.350 -1.066 -0.082 0.15
C -1.389 -0.427 0.111 -0.21
C -0.214 0.465 0.085 -0.14
C 1.111 -0.298 -0.135 -0.26
O 1.289 -1.466 0.089 0.08
H 0.007 1.080 0.971 0.12
H -0.373 1.278 -0.681 0.14
H 1.920 0.435 -0.358 0.12

(11)
8
Properties=species:S:1:pos:R:3:lowdin_charge:R:1 method="wB97M-V/def2-TZVPD" e_above_lowest_kj_mol=96.6 e_lumo_ev=-0.4930 e_homo_ev=-11.1 smiles="CC(=O)C#N" max_force_ev_per_a=3.4 orbital_gap_ev=10.60
C 0.897 -0.452 -0.010 -0.05
C -0.155 0.553 -0.082 -0.50
O -0.006 1.762 -0.008 0.10
C -1.570 0.234 -0.054 -0.14
N -2.705 0.070 0.011 0.18
H 1.858 -0.134 -0.596 0.12
H 1.189 -0.518 1.179 0.16
H 0.492 -1.516 -0.439 0.14

(12)
8
Properties=species:S:1:pos:R:3:lowdin_charge:R:1 method="wB97M-V/def2-TZVPD" e_above_lowest_kj_mol=282.9 e_lumo_ev=0.9361 e_homo_ev=-9.0 smiles="C=C=O.C#N" max_force_ev_per_a=3.9 orbital_gap_ev=9.97
C -2.626 1.150 1.065 0.01
C -2.626 0.838 -0.161 -0.36
O -2.686 0.270 -1.150 0.10
H -2.189 2.073 1.247 0.04
H -3.372 0.629 1.654 0.08
C -0.154 -0.533 -1.248 -0.03
N -0.693 0.445 -1.435 0.05
H 0.266 -1.561 -1.333 0.09